[1]
A molecular structure, C32H27BaN6O2S. Source: the OMol25 dataset; level of theory: ωB97M-V/def2-TZVPD.

CARTESIAN COORDINATES (ANGSTROEM)
Ba -1.19 0.97 -1.13
N -4.08 -0.33 2.70
C -3.13 0.13 1.86
S -3.74 0.83 0.39
N -1.90 -0.04 2.31
N -0.90 0.46 1.54
C 0.29 0.27 2.00
C 0.64 -0.44 3.25
C 0.03 -0.16 4.47
C 0.41 -0.85 5.62
C 1.38 -1.83 5.56
C 1.99 -2.12 4.35
C 1.63 -1.43 3.21
C 1.45 0.79 1.21
C 2.59 1.24 1.88
C 3.67 1.68 1.14
C 3.61 1.65 -0.25
C 2.44 1.20 -0.83
N 1.38 0.80 -0.12
H -5.04 -0.32 2.41
H -3.80 -0.79 3.55
H -0.75 0.59 4.52
H -0.07 -0.61 6.56
H 1.67 -2.36 6.45
H 2.77 -2.88 4.29
H 2.13 -1.64 2.27
H 2.63 1.23 2.96
H 4.56 2.04 1.64
H 4.44 1.96 -0.87
H 2.33 1.16 -1.91
C -1.83 3.80 0.89
C -0.45 3.72 0.97
C 0.33 3.94 -0.17
C -0.28 4.25 -1.37
C -1.67 4.35 -1.45
C -2.45 4.12 -0.31
H -2.44 3.60 1.77
H 0.03 3.47 1.91
H 1.41 3.88 -0.10
H 0.32 4.45 -2.25
H -2.15 4.62 -2.38
H -3.52 4.18 -0.37
O 1.97 -4.72 2.39
C 2.22 -4.85 1.07
O 3.06 -5.60 0.68
C 1.47 -3.94 0.14
C 2.02 -3.73 -1.12
C 1.40 -2.90 -2.03
C 0.20 -2.27 -1.68
C -0.36 -2.48 -0.43
C 0.27 -3.32 0.48
N -0.43 -1.33 -2.51
C -0.56 -1.48 -3.76
C -1.24 -0.47 -4.57
C -1.38 -0.66 -5.93
C -2.06 0.29 -6.68
C -2.58 1.39 -6.02
C -2.39 1.50 -4.65
N -1.74 0.60 -3.93
H 1.40 -3.96 2.57
H 2.95 -4.23 -1.36
H 1.86 -2.69 -2.99
H -1.30 -2.01 -0.15
H -0.20 -3.47 1.45
H -0.21 -2.38 -4.28
H -0.97 -1.54 -6.40
H -2.19 0.17 -7.74
H -3.12 2.16 -6.56
H -2.80 2.36 -4.11

The charge is +1. The calculation puts the energy relative to the best compared isomer or geometry (same formula, charge and spin) at 0.000 eV. As for the LUMO energy: -3.68 eV. The gap between HOMO and LUMO is 6.4207 eV. As for the highest occupied orbital energy: -10.1057 eV.



[2]
A molecular structure, C13H26BrInN3O2PS2. Source: the OMol25 dataset; level of theory: ωB97M-V/def2-TZVPD.

CARTESIAN COORDINATES (ANGSTROEM)
In -0.98 -1.80 1.39
C -0.81 2.53 -2.79
C -1.98 1.70 -2.33
O -1.48 0.36 -2.05
P -2.32 -0.63 -1.16
S -1.27 -2.35 -1.10
S -2.69 0.09 0.67
O -3.65 -0.77 -1.99
C -4.76 -1.59 -1.53
C -5.85 -1.52 -2.56
H -1.14 3.54 -3.04
H -0.35 2.10 -3.68
H -0.05 2.60 -2.01
H -2.74 1.61 -3.10
H -2.43 2.11 -1.43
H -5.09 -1.21 -0.56
H -4.39 -2.61 -1.40
H -6.19 -0.49 -2.69
H -6.70 -2.13 -2.24
H -5.50 -1.89 -3.52
N 0.75 -3.57 1.44
C 2.20 -3.30 1.55
C 2.78 -2.68 0.27
C 2.90 -1.15 0.21
C 1.62 -0.35 0.09
N 0.79 -0.39 1.33
H 0.46 -4.16 2.21
H 0.58 -4.12 0.60
H 2.73 -4.23 1.76
H 2.37 -2.65 2.41
H 2.20 -3.03 -0.60
H 3.78 -3.08 0.13
H 3.51 -0.91 -0.66
H 3.48 -0.80 1.08
H 1.02 -0.71 -0.75
H 1.87 0.69 -0.12
H 0.41 0.55 1.50
H 1.39 -0.56 2.14
Br -1.02 0.65 4.10
C -1.11 2.24 3.04
C -2.02 3.22 3.40
C -2.06 4.35 2.61
C -1.20 4.45 1.52
C -0.34 3.40 1.26
N -0.29 2.30 2.02
H -2.66 3.10 4.26
H -2.75 5.15 2.84
H -1.20 5.32 0.88
H 0.35 3.44 0.43

The charge is +1. The calculation puts the energy relative to the best compared isomer or geometry (same formula, charge and spin) at 0.000 eV. As for the LUMO energy (alpha / beta): -2.13 / -4.27 eV. The gap between HOMO and LUMO (alpha / beta) is 8.1691 / 7.6602 eV. As for the highest occupied orbital energy (alpha / beta): -10.2972 / -11.9254 eV. Its spin multiplicity is 2.



[3]
A single C5H6O molecule. Source: the OMol25 dataset; level of theory: ωB97M-V/def2-TZVPD.

CARTESIAN COORDINATES (ANGSTROEM)
C 1.75 -0.13 0.00
C 0.26 -0.11 0.00
C -0.58 1.04 0.00
C -1.86 0.59 0.00
O -1.88 -0.76 0.00
C -0.60 -1.17 0.00
H 2.13 0.38 -0.88
H 2.11 -1.15 0.00
H 2.13 0.38 0.88
H -0.26 2.07 0.00
H -2.80 1.09 0.00
H -0.42 -2.23 0.00

The charge is 0. The calculation puts the energy relative to the best compared isomer or geometry (same formula, charge and spin) at 0.282 eV. Its SMILES is Cc1ccoc1. As for the LUMO energy: 1.08 eV. The gap between HOMO and LUMO is 9.6893 eV. As for the highest occupied orbital energy: -8.6078 eV.



[4]
8 unconnected molecules or ions with the total composition H16O8. Source: the OMol25 dataset; level of theory: ωB97M-V/def2-TZVPD.

CARTESIAN COORDINATES (ANGSTROEM)
O -1.14 0.64 -1.01
H -1.63 -0.16 -1.27
H -0.22 0.42 -1.20
O 1.53 -0.76 -2.27
H 0.93 -1.28 -1.73
H 0.98 -0.43 -2.99
O -5.46 -0.09 -0.92
H -5.33 0.80 -1.27
H -4.76 -0.61 -1.33
O 1.90 1.00 -0.43
H 1.27 0.39 -0.03
H 2.41 1.33 0.32
O 0.89 3.90 1.35
H 1.55 3.29 1.71
H 0.05 3.47 1.55
O -0.76 -0.56 0.76
H -1.45 -1.00 1.27
H -0.35 0.04 1.40
O -0.60 -2.43 2.73
H -1.36 -2.50 2.15
H -0.77 -1.64 3.25
O 3.78 -1.64 -0.27
H 3.63 -1.86 -1.19
H 3.91 -0.69 -0.27

The charge is 0. The calculation puts the energy relative to the best compared isomer or geometry (same formula, charge and spin) at 4.354 eV. Its SMILES is O.O.O.O.O.O.O.O. As for the LUMO energy: -0.31 eV. The gap between HOMO and LUMO is 9.7421 eV. As for the highest occupied orbital energy: -10.0488 eV.



[5]
A molecular structure, C27H27F40N2O5. Source: the OMol25 dataset; level of theory: ωB97M-V/def2-TZVPD.

CARTESIAN COORDINATES (ANGSTROEM)
N -3.41 2.65 3.99
C -4.12 3.22 3.08
C -5.33 4.13 3.55
N -6.54 3.19 3.61
H -3.74 2.89 4.93
H -3.88 3.05 2.01
H -5.52 5.00 2.89
H -5.10 4.47 4.58
H -6.82 3.13 4.60
H -6.30 2.27 3.22
H -7.32 3.57 3.06
C 0.00 1.57 4.01
C 0.40 0.08 3.92
C 1.44 -0.43 4.91
F 2.63 0.17 4.79
F 1.66 -1.75 4.69
F 0.77 -0.16 2.64
F -0.74 -0.64 4.12
O 0.61 2.48 3.08
C 1.85 3.07 3.39
C 2.94 2.68 2.39
F 3.15 1.35 2.38
F 4.11 3.27 2.73
F 2.18 2.81 4.66
F 1.65 4.40 3.32
H -1.06 1.61 3.74
H 0.03 1.96 5.03
H 1.09 -0.32 5.94
H 2.67 3.00 1.38
C -1.89 1.73 -0.45
C -0.65 2.58 -0.83
C 0.05 3.31 0.32
F -0.74 4.21 0.93
F 1.13 3.99 -0.14
F -0.98 3.45 -1.81
F 0.26 1.72 -1.36
O -3.18 2.32 -0.69
C -3.79 3.16 0.27
C -4.00 4.58 -0.26
F -2.84 5.16 -0.60
F -4.58 5.35 0.69
F -3.09 3.14 1.43
F -4.99 2.62 0.55
H -1.87 0.88 -1.12
H -1.80 1.30 0.54
H 0.41 2.60 1.08
H -4.65 4.56 -1.14
C 4.62 -1.55 -0.54
C 5.36 -2.88 -0.26
C 5.04 -4.07 -1.17
F 3.75 -4.45 -1.08
F 5.78 -5.14 -0.81
F 5.20 -3.21 1.04
F 6.69 -2.62 -0.42
O 3.49 -1.24 0.29
C 2.22 -1.72 -0.05
C 1.62 -2.63 1.02
F 2.37 -3.73 1.24
F 0.39 -3.06 0.63
F 2.25 -2.27 -1.27
F 1.42 -0.63 -0.12
H 5.34 -0.76 -0.31
H 4.39 -1.42 -1.59
H 5.26 -3.84 -2.21
H 1.53 -2.10 1.96
C -3.17 -3.09 0.20
C -3.36 -1.56 0.32
C -3.54 -1.02 1.74
F -4.65 -1.49 2.34
F -3.67 0.32 1.73
F -4.36 -1.17 -0.49
F -2.21 -1.00 -0.19
O -4.31 -3.87 -0.18
C -5.20 -4.33 0.80
C -6.61 -3.76 0.61
F -6.62 -2.41 0.69
F -7.44 -4.22 1.58
F -4.71 -4.10 2.03
F -5.26 -5.67 0.67
H -2.48 -3.23 -0.64
H -2.66 -3.52 1.06
H -2.68 -1.27 2.37
H -7.02 -4.05 -0.36
C 3.80 -0.45 -5.50
C 5.02 -1.05 -4.76
C 6.41 -0.65 -5.28
F 6.63 -1.05 -6.54
F 7.37 -1.23 -4.52
F 4.90 -2.39 -4.71
F 4.95 -0.61 -3.47
O 3.12 -1.28 -6.45
C 3.57 -1.31 -7.79
C 4.04 -2.70 -8.21
F 5.07 -3.12 -7.46
F 4.46 -2.69 -9.49
F 4.49 -0.36 -7.99
F 2.51 -0.96 -8.54
H 3.05 -0.29 -4.72
H 4.00 0.55 -5.90
H 6.55 0.43 -5.23
H 3.23 -3.43 -8.11

The charge is +1. As for the LUMO energy: -3.59 eV. The gap between HOMO and LUMO is 9.3861 eV. As for the highest occupied orbital energy: -12.9738 eV.



[6]
11 unconnected molecules or ions with the total composition C50H85N11. Source: the OMol25 dataset; level of theory: ωB97M-V/def2-TZVPD.

CARTESIAN COORDINATES (ANGSTROEM)
C 28.74 -3.87 -15.70
C 28.15 -4.82 -16.57
C 29.17 -5.57 -17.10
N 30.34 -5.19 -16.49
C 30.08 -4.13 -15.65
H 28.19 -3.17 -15.08
H 27.10 -4.87 -16.77
H 29.14 -6.31 -17.88
H 31.25 -5.54 -16.70
H 30.88 -3.67 -15.09
C 17.39 -6.06 -17.64
C 18.51 -6.04 -16.78
C 18.17 -5.27 -15.68
N 16.91 -4.76 -15.89
C 16.44 -5.26 -17.07
H 17.26 -6.55 -18.59
H 19.42 -6.59 -16.96
H 18.73 -5.03 -14.79
H 16.37 -4.22 -15.23
H 15.54 -4.83 -17.49
C 21.40 -8.33 -7.70
C 21.14 -7.75 -8.97
C 21.85 -8.48 -9.89
N 22.61 -9.40 -9.24
C 22.30 -9.35 -7.90
H 21.01 -8.07 -6.73
H 20.55 -6.86 -9.11
H 21.98 -8.31 -10.95
H 23.32 -10.01 -9.68
H 22.82 -10.04 -7.26
C 27.03 -4.07 -12.48
C 26.03 -3.64 -11.57
C 26.57 -2.59 -10.85
N 27.84 -2.35 -11.33
C 28.11 -3.25 -12.31
H 26.95 -4.88 -13.18
H 25.03 -4.00 -11.43
H 26.17 -1.89 -10.13
H 28.47 -1.65 -11.00
H 29.05 -3.22 -12.84
C 25.05 -2.42 -17.05
C 24.48 -3.54 -17.69
C 23.21 -3.22 -18.12
N 23.02 -1.90 -17.76
C 24.13 -1.40 -17.14
H 26.01 -2.37 -16.58
H 25.02 -4.47 -17.82
H 22.42 -3.73 -18.63
H 22.14 -1.43 -17.85
H 24.19 -0.39 -16.77
C 24.16 -8.01 -19.23
C 24.11 -9.16 -18.42
C 23.64 -8.77 -17.18
N 23.40 -7.42 -17.23
C 23.72 -6.96 -18.47
H 24.47 -7.93 -20.26
H 24.29 -10.17 -18.77
H 23.51 -9.28 -16.24
H 23.07 -6.86 -16.44
H 23.53 -5.93 -18.74
C 18.38 -10.59 -13.35
C 18.24 -9.24 -12.91
C 18.92 -9.11 -11.74
N 19.49 -10.30 -11.44
C 19.22 -11.20 -12.43
H 17.92 -10.99 -14.23
H 17.72 -8.47 -13.46
H 19.02 -8.28 -11.06
H 20.10 -10.52 -10.67
H 19.55 -12.22 -12.30
C 19.28 -5.16 -11.60
C 18.07 -5.43 -10.92
C 18.15 -4.76 -9.71
N 19.36 -4.12 -9.65
C 20.08 -4.41 -10.78
H 19.55 -5.53 -12.58
H 17.23 -5.99 -11.27
H 17.47 -4.72 -8.88
H 19.72 -3.74 -8.80
H 21.10 -4.06 -10.87
C 15.19 -1.37 -15.93
C 15.05 -1.91 -14.49
N 16.30 -2.43 -13.95
C 16.05 -2.90 -12.57
C 15.10 -4.08 -12.49
C 17.38 -1.44 -13.94
C 18.74 -2.05 -13.71
H 14.22 -1.38 -16.42
H 15.81 -2.10 -16.45
H 15.56 -0.35 -15.89
H 14.70 -1.10 -13.83
H 14.26 -2.66 -14.51
H 17.01 -3.17 -12.15
H 15.66 -2.06 -11.97
H 14.07 -3.72 -12.43
H 15.17 -4.79 -13.31
H 15.18 -4.59 -11.53
H 17.21 -0.71 -13.13
H 17.38 -0.89 -14.88
H 19.50 -1.33 -14.04
H 18.91 -2.94 -14.32
H 18.98 -2.38 -12.70
C 27.13 -10.50 -10.49
C 25.69 -10.13 -10.09
N 24.62 -10.85 -10.79
C 24.39 -10.32 -12.15
C 23.16 -10.85 -12.87
C 24.78 -12.30 -10.79
C 24.97 -12.86 -9.39
H 27.79 -9.90 -9.86
H 27.31 -10.18 -11.51
H 27.43 -11.54 -10.34
H 25.48 -10.26 -9.03
H 25.62 -9.07 -10.31
H 24.32 -9.23 -12.08
H 25.27 -10.61 -12.75
H 22.26 -10.59 -12.30
H 23.09 -10.37 -13.84
H 23.19 -11.92 -13.05
H 25.64 -12.64 -11.38
H 23.88 -12.73 -11.24
H 24.18 -12.64 -8.68
H 25.93 -12.62 -8.92
H 25.03 -13.95 -9.47
C 25.44 -6.92 -14.33
C 24.51 -5.72 -14.19
N 23.13 -6.08 -14.54
C 22.45 -6.92 -13.55
C 21.18 -7.53 -14.10
C 22.35 -4.91 -14.97
C 22.29 -3.72 -14.01
H 26.49 -6.66 -14.22
H 25.36 -7.46 -15.27
H 25.20 -7.68 -13.57
H 24.51 -5.42 -13.14
H 24.87 -4.95 -14.87
H 23.12 -7.74 -13.29
H 22.30 -6.36 -12.61
H 20.29 -6.91 -14.07
H 21.30 -7.87 -15.14
H 20.97 -8.43 -13.52
H 21.36 -5.26 -15.23
H 22.85 -4.55 -15.87
H 23.23 -3.18 -13.92
H 21.98 -4.04 -13.01
H 21.50 -3.02 -14.33

The charge is 0. The calculation puts the energy relative to the best compared isomer or geometry (same formula, charge and spin) at 0.000 eV. Its SMILES is c1cc[nH]c1.c1cc[nH]c1.c1cc[nH]c1.c1cc[nH]c1.c1cc[nH]c1.c1cc[nH]c1.c1cc[nH]c1.c1cc[nH]c1.CCN(CC)CC.CCN(CC)CC.CCN(CC)CC. As for the LUMO energy: 0.60 eV. The gap between HOMO and LUMO is 8.3092 eV. As for the highest occupied orbital energy: -7.7135 eV.



[7]
A molecular structure, C20H16Br2OPPt. Source: the OMol25 dataset; level of theory: ωB97M-V/def2-TZVPD.

CARTESIAN COORDINATES (ANGSTROEM)
Pt -0.03 -0.14 0.78
O 2.37 -1.26 -0.06
C 1.22 -1.57 0.02
C 0.65 -2.91 -0.24
C 1.50 -3.97 -0.51
C 0.99 -5.24 -0.72
C -0.38 -5.46 -0.67
C -1.24 -4.40 -0.44
C -0.74 -3.12 -0.22
P -1.82 -1.68 0.05
C -1.66 -1.38 1.87
C -2.16 -0.16 2.39
C -2.10 0.10 3.75
C -1.56 -0.85 4.61
C -1.10 -2.07 4.12
C -1.13 -2.34 2.76
C -3.51 -2.32 -0.20
C -3.94 -2.52 -1.51
C -5.22 -3.00 -1.74
C -6.07 -3.25 -0.67
C -5.65 -3.02 0.63
C -4.38 -2.53 0.87
H 2.57 -3.80 -0.54
H 1.66 -6.06 -0.93
H -0.77 -6.45 -0.82
H -2.31 -4.57 -0.41
H -2.67 0.53 1.71
H -2.49 1.03 4.14
H -1.52 -0.65 5.67
H -0.74 -2.82 4.80
H -0.77 -3.29 2.38
H -3.27 -2.32 -2.33
H -5.55 -3.18 -2.75
H -7.06 -3.62 -0.86
H -6.31 -3.22 1.46
H -4.04 -2.35 1.88
Br 1.45 1.19 2.72
C 0.58 2.81 2.07
Br -0.14 2.53 0.27
H 1.30 3.62 2.04
H -0.25 3.02 2.73

The charge is +1. As for the LUMO energy (alpha / beta): -4.53 / -4.53 eV. The gap between HOMO and LUMO (alpha / beta) is 6.2038 / 6.2014 eV. As for the highest occupied orbital energy (alpha / beta): -10.7366 / -10.7359 eV.



[8]
A single C3H5NOS molecule. Source: the OMol25 dataset; level of theory: ωB97M-V/def2-TZVPD.

CARTESIAN COORDINATES (ANGSTROEM)
O 1.59 1.51 1.80
N 1.27 0.61 0.78
C 0.03 0.21 0.75
C -0.36 -0.88 -0.20
C -1.06 -0.31 -1.43
S -1.16 -1.13 -2.83
H 2.42 1.70 1.42
H -0.73 0.67 1.41
H 0.52 -1.48 -0.50
H -1.02 -1.60 0.26
H -1.50 0.70 -1.49

The charge is 0. The calculation puts the energy relative to the best compared isomer or geometry (same formula, charge and spin) at 3.289 eV. Its SMILES is O/N=C/CC=S. As for the LUMO energy: -0.36 eV. The gap between HOMO and LUMO is 8.4935 eV. As for the highest occupied orbital energy: -8.8542 eV.



Number 1: molecular weight 697.003 g/mol. Number 2: molecular weight 546.200 g/mol. Number 3: molecular weight 82.102 g/mol. Number 4: molecular weight 144.120 g/mol. Number 5: molecular weight 1219.442 g/mol. Number 6: molecular weight 840.307 g/mol. Number 7: molecular weight 658.207 g/mol. Number 8: molecular weight 103.146 g/mol.